a) 16
Properties=species:S:1:pos:R:3:lowdin_charge:R:1 method="wB97M-V/def2-TZVPD" total_charge=-1 gap_ev=6.27 homo_energy_ha=-0.0830 lumo_energy_ev=4.0 molar_mass_da=104.20
C -1.506 -1.855 0.348 -0.124
C -0.821 -0.491 0.478 -0.324
N 0.585 -0.587 0.110 -0.108
C 1.091 0.457 -0.798 -0.351
C 1.174 1.872 -0.223 -0.785
S -0.323 2.892 -0.430 0.066
H -1.293 -2.244 -0.646 0.057
H -2.592 -1.767 0.447 0.055
H -1.167 -2.567 1.106 0.053
H -1.291 0.193 -0.221 0.059
H -0.976 -0.058 1.470 0.102
H 1.182 -0.579 0.929 0.086
H 2.069 0.085 -1.116 0.086
H 0.430 0.478 -1.659 0.079
H 1.399 1.777 0.855 0.029
H 2.040 2.394 -0.649 0.019

---

b) 16
Properties=species:S:1:pos:R:3:lowdin_charge:R:1 method="wB97M-V/def2-TZVPD" total_charge=-1 gap_ev=5.96 homo_energy_ha=-0.0817 lumo_energy_ev=3.7 molar_mass_da=104.20
C 0.654 1.094 -1.456 -0.168
N 1.508 0.159 -0.769 -0.157
C 0.777 -0.870 -0.022 -0.257
C -0.146 -0.372 1.113 -0.318
C -1.644 -0.354 0.792 -0.836
S -2.705 -0.413 2.266 0.044
H 0.065 0.562 -2.214 0.078
H 1.231 1.866 -1.974 0.066
H -0.075 1.603 -0.820 0.061
H 2.155 0.650 -0.164 0.088
H 1.527 -1.590 0.293 0.093
H 0.160 -1.405 -0.756 0.099
H 0.203 0.631 1.390 0.093
H -0.002 -0.963 2.017 0.062
H -1.842 -1.164 0.082 0.029
H -1.867 0.566 0.223 0.021

---

Which one sits at the bottom of the stability order? b) does.

---

a) 16
Properties=species:S:1:pos:R:3:lowdin_charge:R:1 method="wB97M-V/def2-TZVPD" total_charge=-1 gap_ev=6.79 homo_energy_ha=-0.0981 lumo_energy_ev=4.1 molar_mass_da=104.20
C 2.558 0.290 1.793 -0.063
C 1.927 -0.870 2.068 -0.357
N 0.796 -1.366 1.478 -0.002
H 2.136 0.955 1.052 0.006
H 3.464 0.520 2.332 0.011
H 2.341 -1.487 2.864 0.079
H 0.349 -0.715 0.782 -0.078
H 0.197 -1.948 2.033 0.058
C -2.052 0.137 -2.671 -0.258
C -2.040 0.383 -1.154 -0.814
S -0.375 0.823 -0.583 0.247
H -1.541 -0.786 -2.938 0.046
H -1.515 0.964 -3.137 0.032
H -3.077 0.116 -3.069 0.044
H -2.392 -0.527 -0.651 0.027
H -2.777 1.150 -0.899 0.023

---

b) 16
Properties=species:S:1:pos:R:3:lowdin_charge:R:1 method="wB97M-V/def2-TZVPD" total_charge=-1 gap_ev=5.86 homo_energy_ha=-0.0838 lumo_energy_ev=3.6 molar_mass_da=104.20
C 1.759 -1.670 2.387 -0.123
C 0.933 -0.603 1.691 -0.338
N 1.147 -0.664 0.262 -0.103
C 0.445 0.396 -0.489 -0.354
C -0.982 0.019 -0.914 -0.826
S -1.808 1.371 -1.799 0.049
H 1.608 -2.642 1.906 0.062
H 2.817 -1.418 2.318 0.062
H 1.495 -1.800 3.440 0.059
H 1.223 0.369 2.079 0.104
H -0.126 -0.750 1.950 0.104
H 0.837 -1.573 -0.058 0.089
H 1.020 0.730 -1.352 0.080
H 0.351 1.253 0.180 0.083
H -1.508 -0.271 -0.006 0.023
H -0.916 -0.875 -1.555 0.030

---

Which one sits at the bottom of the stability order? a) does.

---

a) 24
Properties=species:S:1:pos:R:3:lowdin_charge:R:1 method="wB97M-V/def2-TZVPD" total_charge=+1 gap_ev=8.99 homo_energy_ha=-0.4651 lumo_energy_ev=-3.7 molar_mass_da=153.21
C 1.303 2.632 0.087 -0.010
N 0.825 1.338 -0.297 -0.098
C 1.791 0.271 -0.318 -0.089
N 0.997 -0.927 -0.209 -0.067
C 1.566 -2.209 -0.257 0.019
C -0.267 -0.594 0.029 -0.088
N -1.362 -1.302 0.261 0.109
C -2.573 -0.709 0.579 -0.179
C -2.766 0.806 0.268 -0.132
N -1.512 1.553 0.049 0.137
C -0.423 0.925 -0.057 -0.262
H 1.639 3.192 -0.822 0.118
H 0.592 3.244 0.633 0.101
H 2.143 2.395 0.708 0.075
H 2.433 0.203 -1.227 0.162
H 2.489 0.495 0.575 0.170
H 0.758 -2.825 -0.671 0.119
H 2.448 -2.069 -0.920 0.129
H 1.927 -2.513 0.631 0.070
H -1.272 -2.345 0.473 0.209
H -2.781 -0.937 1.671 0.149
H -3.395 -1.204 0.099 0.119
H -3.296 0.719 -0.717 0.130
H -3.461 1.298 0.905 0.107

---

b) 24
Properties=species:S:1:pos:R:3:lowdin_charge:R:1 method="wB97M-V/def2-TZVPD" total_charge=+1 gap_ev="7.79 / 7.79" homo_energy_ha="-0.4644 / -0.4643" lumo_energy_ev="-4.8 / -4.8" molar_mass_da=153.21
C 0.827 -1.047 0.899 -0.166
C -1.043 0.195 -0.863 -0.159
C 1.083 -1.951 1.827 0.184
C -1.966 0.118 -1.987 0.035
C 0.141 0.306 0.812 -0.092
C 0.385 0.133 -0.691 -0.036
C -2.425 0.761 1.200 0.011
N -1.271 0.380 0.437 -0.021
N 1.037 -1.083 -0.516 -0.112
N 3.862 1.777 -0.118 0.002
N 1.488 -1.889 -1.338 0.245
H 1.616 -2.858 1.595 0.085
H 0.778 -1.810 2.849 0.093
H -3.000 0.161 -1.650 0.096
H -1.775 0.945 -2.674 0.114
H 0.516 1.098 1.448 0.167
H -2.839 1.702 0.832 0.109
H -3.194 -0.011 1.133 0.106
H -2.132 0.879 2.240 0.105
H 4.274 2.449 0.518 0.008
H 4.625 1.281 -0.565 0.008
H 3.370 2.297 -0.838 0.006
H 1.941 -2.708 -0.932 0.103
H -1.801 -0.796 -2.559 0.110

---

Which one sits at the bottom of the stability order? b) does.

---

a) 11
Properties=species:S:1:pos:R:3:lowdin_charge:R:1 method="wB97M-V/def2-TZVPD" total_charge=0 gap_ev=8.38 homo_energy_ha=-0.2966 lumo_energy_ev=0.3 molar_mass_da=116.14
H 0.987 2.777 0.226 0.119
N 0.064 2.110 0.176 0.083
C 0.266 0.861 -0.238 -0.387
O 1.478 0.211 -0.110 -0.074
N 1.268 -1.231 -0.193 -0.017
C -0.177 -1.476 0.240 -0.055
C -0.776 -0.322 -0.210 -0.624
S -2.448 -0.115 -0.049 0.827
H 2.223 -1.525 0.256 0.170
H -0.646 -2.399 0.388 0.089
H -2.239 1.109 -0.485 -0.131

---

b) 11
Properties=species:S:1:pos:R:3:lowdin_charge:R:1 method="wB97M-V/def2-TZVPD" total_charge=0 gap_ev=8.61 homo_energy_ha=-0.3246 lumo_energy_ev=-0.2 molar_mass_da=116.14
C -0.792 1.308 0.246 -0.077
C -1.899 0.414 -0.006 -0.059
C 0.295 0.507 0.065 -0.296
N 0.028 -0.754 -0.142 0.000
N -1.312 -0.805 -0.158 -0.029
O 3.221 -0.928 0.410 -0.553
S 2.742 0.547 -0.073 0.723
H -0.939 2.316 0.342 0.057
H -2.952 0.554 -0.239 0.112
H -1.710 -1.646 -0.096 0.094
H 3.318 -1.514 -0.349 0.026

---

Which one sits at the bottom of the stability order? a) does.